Computed, not measured: C37H54FN10Si4SnTe as an isolated structure in a non-equilibrium geometry, with the ωB97M-V functional and the def2-TZVPD basis.

```
! wB97M-V def2-TZVPD RIJCOSX def2/J DEFGRID3
* xyz 1 1
Sn 1.285 -1.226 0.553
C -0.636 -7.321 -3.059
C -0.385 -5.925 -2.579
C -0.769 -4.808 -3.314
C -0.557 -3.542 -2.829
C 0.071 -3.279 -1.595
N 0.248 -1.985 -1.196
C -0.504 -1.017 -1.877
C 0.089 -0.022 -2.644
C -0.680 0.873 -3.364
C -2.070 0.821 -3.346
C -2.875 1.725 -4.230
C -2.676 -0.118 -2.520
C -1.904 -1.007 -1.791
N -2.524 -1.903 -0.903
C -3.366 -2.911 -1.180
C -3.643 -3.537 0.016
C -2.913 -2.822 0.970
N -2.237 -1.840 0.395
C 0.529 -4.413 -0.894
C 0.266 -5.695 -1.384
N 1.285 -4.362 0.290
C 2.128 -5.318 0.709
C 2.581 -4.969 1.966
C 1.967 -3.760 2.232
N 1.191 -3.403 1.205
H -1.227 -7.305 -3.970
H -1.166 -7.897 -2.303
H 0.305 -7.829 -3.261
H -1.238 -4.934 -4.279
H -0.847 -2.700 -3.439
H 1.167 -0.009 -2.709
H -0.196 1.610 -3.989
H -2.870 1.329 -5.245
H -2.447 2.724 -4.264
H -3.909 1.801 -3.904
H -3.755 -0.177 -2.450
H -3.694 -3.106 -2.182
H -4.278 -4.386 0.164
H -2.851 -2.962 2.031
H 0.565 -6.550 -0.796
H 2.392 -6.166 0.110
H 3.265 -5.516 2.582
H 2.022 -3.139 3.104
N 4.101 0.378 3.607
N 3.543 0.985 2.550
N 4.232 1.386 1.519
C 3.291 1.868 0.725
N 2.089 1.761 1.279
N 2.266 1.193 2.445
H 5.106 0.513 3.634
H 3.617 0.573 4.475
H 3.489 2.293 -0.235
C -3.407 3.632 2.198
Si -3.460 2.198 0.940
C -4.940 1.057 1.281
C -3.576 2.979 -0.793
Si -0.136 2.798 1.944
Te -1.332 0.790 1.088
Si 0.694 4.611 0.600
C -0.539 6.075 0.653
C 2.334 5.210 1.390
C 0.963 4.018 -1.196
Si -0.170 3.038 4.342
C 1.512 2.545 5.115
C -1.523 1.901 5.078
C -0.554 4.862 4.767
H -4.321 4.214 2.147
H -2.576 4.298 1.992
H -3.301 3.277 3.215
H -5.876 1.579 1.110
H -4.949 0.701 2.307
H -4.922 0.185 0.634
H -4.595 3.288 -1.005
H -3.270 2.282 -1.564
H -2.941 3.857 -0.874
H -0.779 6.363 1.674
H -1.473 5.841 0.150
H -0.117 6.949 0.163
H 2.179 5.561 2.407
H 2.770 6.033 0.830
H 3.077 4.420 1.426
H 0.038 4.021 -1.762
H 1.347 3.003 -1.220
H 1.667 4.653 -1.725
H 1.677 1.478 4.995
H 1.540 2.768 6.178
H 2.334 3.082 4.650
H -1.596 0.969 4.523
H -2.501 2.369 5.053
H -1.319 1.651 6.115
H 0.191 5.536 4.357
H -0.579 5.016 5.842
H -1.522 5.165 4.379
F 2.992 -2.575 -5.861
C 3.134 -2.337 -4.537
C 3.090 -3.400 -3.653
C 3.218 -3.143 -2.303
C 3.386 -1.846 -1.818
C 3.434 -1.577 -0.370
C 3.450 -0.804 -2.743
C 3.317 -1.039 -4.099
H 2.958 -4.406 -4.024
H 3.202 -3.970 -1.606
H 4.047 -0.697 -0.163
H 3.884 -2.422 0.156
H 3.621 0.207 -2.392
H 3.345 -0.233 -4.816
*
```

Summary:
Electronic energy ... -3729.8210 a.u.

Mulliken atomic charge list, values in e, 4 entries: 0.255 -1.689 0.255 -0.971

Computed, not measured: C10H8INO2 as an isolated structure in a non-equilibrium geometry, with the ωB97M-V functional and the def2-TZVPD basis.

```
! wB97M-V def2-TZVPD RIJCOSX def2/J DEFGRID3
* xyz 0 1
C -2.017 2.306 0.768
C -2.849 1.190 0.721
C -0.829 2.340 0.143
C -2.407 -0.006 0.099
C -0.395 1.160 -0.493
C -1.139 0.000 -0.461
C -0.717 -1.221 -1.022
C 1.632 -1.785 0.278
C 0.354 -2.521 0.056
C 3.169 -0.319 -0.881
N -0.367 -2.383 -1.296
O 2.296 -1.690 1.297
O 2.127 -1.293 -0.927
I -0.540 -3.148 1.869
H -2.311 3.135 1.449
H -3.744 1.158 1.313
H -0.139 3.169 0.198
H -3.006 -0.902 0.092
H 0.632 1.049 -0.847
H 2.760 0.607 -0.371
H 3.653 -0.159 -1.886
H 3.835 -0.685 -0.100
*
```

Summary:
Electronic energy ... -888.6370 a.u.

Mulliken atomic charge list, values in e, 4 entries: -0.201 -0.521 -0.687 -0.451

Computed, not measured: a 2-piece molecular cluster, C4H11O3 overall in a non-equilibrium geometry, with the ωB97M-V functional and the def2-TZVPD basis.

```
! wB97M-V def2-TZVPD RIJCOSX def2/J DEFGRID3
* xyz -1 1
C -0.422 2.514 -0.052
O -1.395 3.077 -0.892
C -0.140 1.056 -0.744
C 0.517 0.283 0.527
C 0.783 -1.147 0.253
O -0.326 -1.906 0.451
H 0.513 3.096 0.210
H -0.815 2.278 1.009
H -2.427 2.592 -0.740
H 0.505 1.382 -1.519
H -1.014 0.489 -1.043
H 1.483 0.721 0.831
H -0.263 0.287 1.268
H 1.605 -1.462 0.949
H 1.106 -1.383 -0.829
H 0.452 -4.259 -0.553
H -0.130 -3.237 0.545
O -0.034 -4.381 0.329
*
```

Summary:
Electronic energy ... -384.6499 a.u.

Mulliken atomic charge list, values in e, 4 entries: -0.429 -0.568 -0.529 -0.470

Computed, not measured: C4H7NO as an isolated structure in a non-equilibrium geometry, with the ωB97M-V functional and the def2-TZVPD basis.

```
! wB97M-V def2-TZVPD RIJCOSX def2/J DEFGRID3
* xyz 0 1
O 1.833 0.300 0.525
C 0.843 0.164 -0.647
C 0.263 -1.194 -0.308
C -1.088 -0.475 0.000
N -0.778 0.502 1.069
C -0.504 0.840 -0.342
H 1.267 0.636 1.256
H 1.413 0.408 -1.542
H 1.232 -0.999 0.602
H 0.235 -2.030 -1.030
H -2.124 -0.787 -0.143
H -1.626 0.987 1.353
H -0.921 1.736 -0.793
*
```

Summary:
Electronic energy ... -286.4397 a.u.

Mulliken atomic charge list, values in e, 4 entries: -0.590 0.089 -1.069 0.017

Computed, not measured: C34H24Br2N3ORu as an isolated structure in a non-equilibrium geometry, with the ωB97M-V functional and the def2-TZVPD basis.

```
! wB97M-V def2-TZVPD RIJCOSX def2/J DEFGRID3
* xyz 1 5
Ru 0.817 -0.261 -0.198
C 1.591 1.345 3.590
C 0.990 0.485 4.507
C 0.262 -0.565 4.041
C 0.173 -0.741 2.597
N 0.947 -0.003 1.788
C 1.517 1.114 2.254
C -0.587 -1.789 1.902
C -1.531 -2.676 2.538
C -2.263 -3.534 1.728
C -2.247 -3.313 0.343
C -1.391 -2.432 -0.247
C -0.454 -1.702 0.473
H 2.241 2.174 3.971
H 1.118 0.584 5.623
H -0.124 -1.314 4.651
H 2.069 1.811 1.528
H -1.616 -2.725 3.600
H -2.870 -4.301 2.170
H -2.866 -3.979 -0.243
H -1.337 -2.396 -1.334
C 2.730 -3.062 1.035
C 3.412 -1.985 0.137
C 4.778 -2.139 -0.031
C 5.367 -1.624 -1.224
C 4.587 -0.996 -2.209
C 5.012 -0.607 -3.505
Br 6.703 -0.941 -4.275
C 4.229 0.338 -4.242
C 2.926 0.471 -3.956
Br 1.730 1.288 -5.155
C 2.328 0.019 -2.735
O 1.090 -0.036 -2.416
C 3.220 -0.741 -1.858
N 2.646 -1.216 -0.702
H 3.617 -3.682 1.297
H 1.919 -3.556 0.512
H 2.329 -2.602 1.953
H 5.420 -2.589 0.734
H 6.429 -1.707 -1.417
H 4.615 0.961 -5.060
N -0.512 0.912 -0.445
C -1.662 1.417 -0.539
C -2.290 1.705 -1.784
C -1.493 1.686 -2.978
C -2.013 2.218 -4.132
C -3.327 2.700 -4.086
C -4.134 2.522 -3.024
C -3.611 2.025 -1.852
C -2.439 1.691 0.758
C -2.964 0.658 1.552
C -3.562 0.915 2.773
C -3.707 2.253 3.178
C -3.300 3.308 2.370
C -2.682 3.036 1.151
H -0.430 1.253 -2.848
H -1.508 2.152 -5.074
H -3.745 3.210 -4.954
H -5.204 2.650 -3.071
H -4.254 1.900 -0.959
H -2.880 -0.373 1.188
H -3.989 0.049 3.226
H -4.183 2.526 4.107
H -3.410 4.385 2.667
H -2.228 3.828 0.614
*
```

Summary:
Electronic energy ... -6792.0911 a.u.

Mulliken atomic charge list, values in e, 4 entries: -0.112 -0.766 -0.360 -1.311

Computed, not measured: a 2-piece molecular cluster, C2H5BrN2O overall in a non-equilibrium geometry, with the ωB97M-V functional and the def2-TZVPD basis.

```
! wB97M-V def2-TZVPD RIJCOSX def2/J DEFGRID3
* xyz 0 1
C -0.029 -0.874 0.213
C 0.394 1.988 0.677
N -0.505 -2.041 -0.428
N 0.608 0.024 -0.646
O -0.135 -0.637 1.408
Br 0.146 0.256 -2.359
H -0.686 1.734 0.760
H 0.993 1.556 1.577
H 0.821 2.583 -0.105
H -0.867 -1.924 -1.324
H -0.740 -2.664 0.227
*
```

Summary:
Electronic energy ... -2837.8312 a.u.

Mulliken atomic charge list, values in e, 4 entries: 0.670 -0.442 -0.412 -0.381

Computed, not measured: a 2-piece molecular cluster, C4H12O overall in a non-equilibrium geometry, with the ωB97M-V functional and the def2-TZVPD basis.

```
! wB97M-V def2-TZVPD RIJCOSX def2/J DEFGRID3
* xyz 0 1
C -2.421 -0.035 -0.312
O -2.645 1.183 0.419
H -2.415 -0.852 0.408
H -1.427 0.073 -0.725
H -3.255 -0.201 -0.988
H -3.450 1.613 0.141
C 1.775 -1.253 -0.513
C 1.352 0.231 -0.364
C 1.065 0.595 1.091
H 1.065 -1.990 -0.152
H 1.993 -1.451 -1.559
H 2.735 -1.266 0.011
H 2.202 0.861 -0.647
H 0.588 0.403 -1.126
H 1.798 0.122 1.738
H 0.059 0.288 1.400
H 0.984 1.681 1.176
*
```

Summary:
SMILES string ... CCC.CO
Electronic energy ... -234.8000 a.u.

Mulliken atomic charge list, values in e, 4 entries: -0.234 -0.511 0.190 -0.108

Computed, not measured: an isolated ion of composition C18H29N2 and charge +1, with the ωB97M-V functional and the def2-TZVPD basis.

```
! wB97M-V def2-TZVPD RIJCOSX def2/J DEFGRID3
* xyz 1 1
C 2.383 -0.233 1.205
H 1.793 0.513 1.735
H 3.140 -0.607 1.887
H 2.893 0.245 0.368
C 1.502 -1.391 0.712
N 0.436 -0.987 -0.194
H 0.813 -0.649 -1.070
C -0.620 -0.126 0.303
C -0.790 1.155 -0.458
C 0.303 1.949 -0.798
C 0.138 3.121 -1.511
C -1.133 3.514 -1.899
C -2.238 2.742 -1.573
C -2.058 1.573 -0.859
H -2.919 0.973 -0.609
H -3.233 3.035 -1.868
N -1.285 4.767 -2.662
H -0.336 5.146 -2.769
C -2.084 5.767 -1.927
H -3.106 5.411 -1.811
H -2.098 6.711 -2.469
H -1.656 5.927 -0.939
C -1.824 4.526 -4.015
H -2.838 4.139 -3.945
H -1.837 5.453 -4.586
H -1.206 3.794 -4.532
H 1.000 3.725 -1.758
H 1.295 1.655 -0.493
H -0.436 0.123 1.354
H -1.567 -0.681 0.269
C 0.942 -2.178 1.904
H 0.505 -1.464 2.610
C -0.131 -3.233 1.572
H -1.102 -2.801 1.335
C -0.074 -4.113 2.821
H -0.304 -3.577 3.740
H -0.705 -4.996 2.747
C 1.414 -4.424 2.664
H 1.857 -5.071 3.418
C 2.020 -3.017 2.631
H 2.973 -3.010 2.102
H 2.194 -2.646 3.641
C 1.466 -5.003 1.245
H 2.452 -4.880 0.797
H 1.235 -6.068 1.256
C 0.377 -4.203 0.502
H 0.748 -3.688 -0.380
H -0.436 -4.856 0.185
H 2.137 -2.061 0.122
*
```

Summary:
SMILES string ... C[C@H](NCc1ccc([NH+](C)C)cc1)[C@@H]1C[C@@H]2CC[C@H]1C2
Electronic energy ... -812.5482 a.u.

Mulliken atomic charge list, values in e, 4 entries: -1.760 0.255 0.545 0.374